# C48H93F15O34P4S2

A 11-piece molecular cluster, C48H93F15O34P4S2 overall at a distorted geometry (ωB97M-V/def2-TZVPD, the OMol25 dataset).

## Properties
* spin multiplicity: 2
* <S²>: 0.758
* energy: -220481.75833 eV
* net charge: +1

```
196
Properties=species:S:1:pos:R:3:forces:R:3
C -2.795384 4.424627 -1.328568 -0.78 -0.92 -1.00
C -1.338484 4.744387 -1.660898 -2.70 -0.49 -0.77
O -0.813934 5.175167 -0.431808 4.38 1.48 0.51
C 0.558596 5.480887 -0.504458 -0.08 -2.76 -2.51
O 1.304796 5.176457 -1.458348 -2.75 1.47 2.80
C 1.230056 5.953957 0.809962 -1.52 0.89 -1.08
F 0.384216 5.923947 1.863242 0.90 -0.10 -0.48
F 2.286616 5.221887 0.953032 1.01 -1.56 1.26
F 1.697586 7.186057 0.641182 -0.47 0.89 0.19
H -3.510834 5.246957 -1.326978 0.46 0.33 0.55
H -2.912904 3.762177 -0.470988 0.20 0.56 0.37
H -3.224284 3.790527 -2.104508 0.23 -0.06 -0.52
H -1.323014 5.529177 -2.417188 0.37 0.13 0.10
H -0.910804 3.844157 -2.102228 0.69 0.11 0.49
C 0.414586 -4.501083 -0.230258 -1.36 -0.96 -2.01
C 1.847096 -4.621923 -0.629478 2.52 -0.54 1.22
O 2.177536 -4.750053 -2.047468 0.52 0.81 -1.80
C 3.428186 -4.441873 -2.556538 -0.65 0.36 2.25
O 4.398486 -4.105663 -1.919128 -1.13 -0.40 -0.65
C 3.503546 -4.562993 -4.105558 0.69 0.03 -0.59
F 2.303066 -4.569353 -4.646788 -0.44 0.03 -0.25
F 4.237236 -3.587883 -4.689368 -0.66 0.33 0.88
F 4.156546 -5.669893 -4.462608 -0.28 -0.72 0.45
H -0.070424 -3.940423 -1.029338 -0.35 0.61 0.40
H 0.141846 -4.182783 0.775912 0.71 0.51 -0.17
H -0.081564 -5.467983 -0.314208 0.07 -0.26 -0.01
H 2.257526 -5.552953 -0.238538 0.15 0.16 0.48
H 2.422186 -3.794473 -0.213918 0.21 0.03 -0.15
C 1.053556 -1.633873 -6.510588 -0.22 -1.16 0.23
C -0.183494 -2.478273 -6.827118 0.04 1.65 -2.75
O -0.917694 -2.779843 -5.684598 -2.39 0.40 2.24
C -1.955584 -1.935363 -5.303148 1.86 2.65 -3.75
O -2.320834 -0.946783 -5.988528 0.86 -3.89 3.07
C -2.462084 -2.259733 -3.886538 -0.64 -1.50 0.41
F -2.442354 -1.196813 -3.097348 0.32 -0.12 -0.14
F -3.758254 -2.653983 -3.999628 1.04 -0.02 0.24
F -1.734864 -3.280103 -3.271808 -1.18 1.62 -0.97
H 1.830016 -2.398393 -6.483658 0.57 0.61 0.81
H 0.799136 -1.161793 -5.561638 0.78 0.11 0.04
H 1.360016 -0.895033 -7.251058 -0.47 -0.06 -0.09
H 0.094046 -3.377793 -7.376618 -0.20 -0.30 0.59
H -0.791674 -1.907373 -7.528748 -0.39 -0.07 0.09
C -1.851364 3.619647 5.205712 -0.55 0.28 0.14
C -1.593224 4.214247 3.816072 2.31 0.84 1.51
O -1.914184 3.304967 2.839292 -0.30 -2.41 -2.69
C -0.996594 2.672777 2.080232 0.29 0.36 0.77
O 0.198546 2.843627 2.022522 -0.82 0.25 0.24
C -1.627834 1.503357 1.263882 -1.57 1.87 3.65
F -1.025624 0.400687 1.696372 0.76 -0.55 -1.37
F -2.910094 1.354747 1.631392 -0.43 -0.18 -0.27
F -1.626844 1.818337 0.013392 0.95 -0.96 -1.93
H -1.474884 2.628187 5.457422 0.44 -0.10 -0.95
H -2.923744 3.495147 5.356062 -0.05 0.40 0.29
H -1.374484 4.223367 5.977862 -0.46 0.46 -0.03
H -0.533904 4.448697 3.711312 0.23 -0.01 0.15
H -2.073084 5.162427 3.573582 -0.55 -0.21 0.43
C 2.235276 -0.840733 1.925212 0.47 -1.67 -0.69
C 2.770276 0.185817 0.963472 -1.12 0.67 1.54
O 2.024746 -0.032743 -0.207858 -0.60 0.82 -3.79
C 2.068906 0.820707 -1.316728 2.17 1.07 1.45
O 2.815286 1.778917 -1.453338 -1.30 -2.00 0.51
C 1.030166 0.476867 -2.428898 0.38 0.40 0.30
F 0.092596 -0.246263 -1.927308 -1.42 -1.94 0.75
F 0.392196 1.602137 -2.813148 1.23 -0.13 -0.67
F 1.597556 -0.205233 -3.464898 -0.38 1.21 0.77
H 2.600636 -0.728573 2.946012 -0.40 0.12 -0.15
H 2.687236 -1.757293 1.546072 0.08 -0.46 0.43
H 1.175626 -1.054773 1.785812 -0.13 0.69 0.52
H 3.835526 -0.040723 0.918432 0.21 0.59 -0.72
H 2.479226 1.161157 1.353502 0.72 0.48 -0.27
C 4.454186 3.963547 -3.740158 -2.21 0.55 0.13
C 3.910336 5.424827 -3.775398 0.95 -0.36 -0.51
O 5.063796 6.233907 -3.460348 2.42 -0.53 0.30
S 6.500696 5.476287 -3.879858 -0.86 -0.68 -0.40
O 7.378456 5.291347 -2.723888 -1.90 0.48 -1.87
O 7.027776 5.988407 -5.128678 -0.79 -0.59 2.14
O 5.715556 4.037457 -4.257028 3.43 1.57 -0.06
H 3.953456 3.331347 -4.473438 -0.59 -0.03 0.43
H 4.413756 3.530807 -2.740558 0.03 -0.02 0.07
H 3.141186 5.691147 -3.050428 0.04 -0.28 -0.19
H 3.689486 5.705247 -4.805298 -0.63 -0.19 0.07
C 6.133146 -6.374523 3.054772 -0.51 2.30 -0.41
C 5.263676 -6.591313 1.797242 1.07 0.26 0.16
O 3.929206 -6.259823 2.136282 -1.14 0.14 1.01
S 3.938106 -4.977773 3.169702 0.15 -1.03 -0.08
O 2.779636 -4.998223 4.064572 2.75 -0.08 -2.00
O 4.244126 -3.805983 2.368852 -0.40 -1.18 1.27
O 5.294566 -5.523353 3.919632 -0.91 0.16 0.11
H 6.942726 -5.706673 2.760422 0.32 -0.35 0.13
H 6.539726 -7.243563 3.572032 -0.68 0.09 0.21
H 5.459116 -7.622423 1.502772 -1.05 0.03 -0.37
H 5.537806 -5.883203 1.015242 0.36 -0.28 -0.12
C 3.492176 1.647727 6.256612 -0.38 0.34 -1.32
C 3.026546 1.080567 4.839132 -0.47 -0.67 3.07
O 3.742396 1.614937 3.724452 2.04 0.66 -1.36
P 5.198966 1.160387 3.326862 0.17 -1.50 2.51
O 5.349316 -0.303043 3.011532 0.23 2.32 0.12
O 5.637166 2.055567 1.987352 -0.41 -0.37 1.00
C 6.529356 1.539707 1.046292 0.63 1.31 -1.46
C 7.079226 2.664567 0.079272 -0.31 -0.99 1.25
O 6.168036 1.754397 4.505592 -1.97 -0.72 -2.14
C 7.538876 1.333447 4.659492 0.53 -0.07 0.07
C 8.450336 2.437037 4.219522 0.08 0.55 -0.93
H 4.581146 1.637417 6.302972 -0.10 -0.28 0.12
H 3.201536 2.676877 6.467552 -0.15 0.09 -0.46
H 3.068826 1.074027 7.081062 0.06 -0.36 -0.30
H 3.124146 0.000367 4.947532 0.65 -0.15 -0.55
H 1.960396 1.160327 4.626852 0.16 0.80 -0.09
H 7.257196 0.808127 1.397202 -0.07 0.05 0.57
H 5.825096 0.953567 0.455892 -0.47 -0.61 -0.81
H 7.943206 2.277757 -0.461108 -0.11 -0.17 0.06
H 6.327176 2.986817 -0.640918 0.05 0.19 0.27
H 7.417236 3.453077 0.751652 -0.09 0.33 -0.34
H 7.703886 1.165507 5.723762 -0.40 -0.34 -0.08
H 7.714026 0.438137 4.062982 -0.09 -0.24 0.39
H 9.401856 2.388297 4.749002 -0.09 0.18 -0.10
H 8.625956 2.361937 3.146392 0.34 -0.15 -0.11
H 7.970386 3.412087 4.303342 0.15 0.02 0.64
C -5.036894 -0.906313 3.130572 0.33 0.59 0.84
C -5.751374 -0.309363 4.393442 -0.14 -1.20 -2.58
O -4.912354 0.513747 5.203232 -0.01 -0.53 0.54
P -4.275384 -0.048933 6.562832 0.86 -0.42 0.25
O -5.109054 -0.904183 7.444692 1.21 0.70 -1.50
O -2.839614 -0.762943 6.008952 -3.57 1.32 1.33
C -2.113384 -0.222623 4.924582 2.07 -0.53 -0.40
C -1.336314 -1.479833 4.464852 -0.12 -0.24 0.10
O -3.834134 1.333987 7.277782 0.18 -1.57 -1.74
C -4.755894 2.421497 7.427502 0.50 0.18 0.58
C -4.048804 3.263297 8.463192 -0.98 0.35 0.97
H -5.662244 -1.575933 2.540112 -0.49 0.22 0.24
H -4.698024 -0.097383 2.483342 0.29 -0.18 0.00
H -4.227904 -1.552603 3.471092 0.34 0.21 -0.14
H -6.531454 0.331007 3.981732 -0.22 -0.04 0.61
H -6.142284 -1.224523 4.838152 -0.24 0.63 1.03
H -2.553764 0.183277 4.013862 -1.36 -0.24 0.37
H -1.576994 0.642597 5.314192 0.74 -0.31 0.07
H -2.128944 -2.159803 4.152652 -0.03 -0.09 -0.22
H -0.631254 -1.429583 3.635112 -0.05 0.60 -0.03
H -0.849584 -2.035523 5.266352 0.09 0.44 0.27
H -4.963034 2.982577 6.516242 0.58 -0.18 -0.40
H -5.745044 2.069817 7.720772 0.13 -0.20 0.52
H -4.738034 4.054767 8.757522 0.33 0.51 -0.12
H -3.885804 2.713517 9.390162 -0.13 -0.38 -0.12
H -3.057554 3.627297 8.192992 -0.30 0.17 -0.50
C -2.177994 -2.187163 0.425762 -0.82 -1.07 -1.24
C -3.126844 -3.363513 0.041112 -0.54 0.41 0.69
O -2.833294 -4.520983 0.852962 0.24 -1.19 0.22
P -3.920654 -5.717713 0.952692 -0.25 0.04 -0.18
O -5.110494 -5.326503 1.747392 1.14 -0.75 -0.94
O -3.044544 -6.994813 1.438232 -0.12 1.15 -1.05
C -3.614604 -8.298303 1.785232 -0.19 0.75 0.54
C -4.071224 -8.153573 3.234752 -0.18 -0.91 -0.48
O -4.250174 -6.024253 -0.599838 -1.96 0.37 2.45
C -3.405904 -6.626783 -1.508218 1.08 -0.27 -1.72
C -4.010184 -7.883543 -2.193428 -0.63 1.22 0.70
H -2.749664 -1.273113 0.265092 0.10 0.11 0.28
H -1.844454 -2.288313 1.458532 -0.02 0.09 -0.15
H -1.362814 -2.176063 -0.297748 0.33 0.10 0.41
H -4.156534 -3.061873 0.233092 -0.11 0.00 0.28
H -3.141994 -3.656973 -1.008528 0.57 0.13 -0.08
H -4.410294 -8.612363 1.109702 -0.28 0.58 -0.07
H -2.844854 -9.053653 1.627042 0.33 0.35 0.20
H -3.251204 -8.392443 3.911962 -0.08 0.31 0.07
H -4.464974 -7.146753 3.373902 0.06 -0.17 0.17
H -4.873804 -8.870583 3.407542 -0.05 0.00 0.24
H -3.260614 -5.834313 -2.242368 0.36 -0.24 -0.50
H -2.442704 -6.794983 -1.026498 0.14 -0.45 -0.18
H -3.452574 -8.209163 -3.071568 0.45 -0.32 0.54
H -4.246434 -8.616733 -1.422248 0.52 -0.47 -0.30
H -4.986524 -7.635813 -2.609958 -0.12 0.36 0.08
C -0.979734 1.842667 -6.749258 -1.36 -1.14 -0.10
C -1.097704 2.769227 -5.574988 0.73 0.02 0.00
O -1.954364 3.877957 -5.943468 -1.93 -0.02 -0.14
P -3.607774 3.650617 -5.944088 0.72 0.50 -0.33
O -4.178394 3.081837 -4.702598 0.58 0.73 -0.54
O -4.169194 5.140917 -6.351528 1.13 -3.60 -2.67
C -4.369134 6.189207 -5.486208 -0.53 0.25 1.83
C -3.159004 7.068687 -5.361018 0.60 -0.83 0.92
O -3.864254 2.674767 -7.223348 1.90 2.71 0.90
C -5.141444 2.334817 -7.641358 -2.21 -0.90 0.25
C -5.666664 1.217017 -6.785208 -0.23 -0.55 0.03
H -1.947184 1.341827 -6.785288 0.15 -0.14 -0.79
H -0.785314 2.407767 -7.660838 -0.16 0.08 0.09
H -0.244854 1.039017 -6.702358 0.25 0.23 0.52
H -1.480324 2.395147 -4.625378 -0.03 -0.62 -0.24
H -0.055904 3.043697 -5.409368 -0.26 1.35 0.41
H -5.208014 6.829517 -5.758928 -0.18 -0.39 -0.70
H -4.708934 5.638457 -4.609108 0.24 0.93 1.05
H -2.789564 7.372107 -6.340588 -0.46 0.68 0.12
H -3.402954 7.813457 -4.603448 0.18 0.65 -0.58
H -2.309704 6.527787 -4.943628 0.00 -0.33 0.13
H -5.913304 3.100197 -7.560648 0.50 0.81 -0.03
H -5.173134 2.022817 -8.685268 0.75 0.13 -0.05
H -5.956784 1.557527 -5.791238 -0.08 0.06 -0.13
H -6.525014 0.828657 -7.333408 -0.16 -0.36 0.35
H -4.911884 0.444307 -6.639208 -0.06 -0.15 -0.21
```
Forces are in eV/Å.

Atomic partial charges in e from the Mulliken method, atoms 1 to 2:
1. C -1.221
2. C 0.364